Here is a 2-piece molecular cluster, C7H13N2O overall from the Open Molecules 2025 dataset. Energies are from ωB97M-V/def2-TZVPD.

```
23
Properties=species:S:1:pos:R:3:forces:R:3
C -2.163 0.196 1.112 0.5 0.1 1.0
C -0.884 -0.452 1.157 0.5 -0.6 -0.7
C -2.997 0.300 0.109 -1.0 0.2 -0.9
C 0.610 2.251 0.132 0.1 -0.1 -0.2
C 1.186 1.294 -0.568 0.3 0.9 -0.2
C -0.255 -1.022 0.122 -0.7 -0.6 0.7
C -0.829 -1.207 -1.240 0.0 0.1 0.1
N 2.337 0.561 -0.123 0.2 0.2 0.1
N 1.071 -1.610 0.337 0.1 0.1 -0.1
O -3.791 0.437 -0.716 0.3 -0.1 0.2
H -2.518 0.647 2.029 -0.2 0.1 0.0
H -0.398 -0.422 2.120 0.1 0.0 0.1
H -0.263 2.756 -0.235 -0.2 0.1 -0.1
H 0.965 2.538 1.106 0.1 0.1 0.3
H 0.861 1.019 -1.559 -0.1 -0.1 -0.1
H -1.676 -1.894 -1.208 0.0 -0.1 0.0
H -0.098 -1.608 -1.936 0.0 0.0 -0.2
H -1.199 -0.264 -1.637 0.0 0.1 -0.1
H 2.727 0.984 0.718 0.1 0.0 -0.2
H 3.057 0.520 -0.841 0.0 0.1 0.1
H 1.188 -1.939 1.295 0.0 -0.1 -0.1
H 1.825 -0.704 0.136 -0.1 -0.4 0.1
H 1.242 -2.383 -0.309 0.0 0.1 0.3
```
Forces are in eV/Å.

Properties
energy above the lowest of the compared OMol25 structures with the same formula, charge and spin	65.43	kcal/mol
largest force on an atom	1.36	eV/A
LUMO	-2.9	eV
DFT total energy	-458.9697	hartree
Kohn-Sham gap	8.80	eV
total charge	+1